169
Properties=species:S:1:pos:R:3:mulliken_spin:R:1 method="wB97M-V/def2-TZVPD" total_charge=0 lumo_ev="0.28 / -2.38" homo_ev="-6.816 / -6.814" multiplicity=2
C 3.12481 -1.62818 3.41821 0.000
C 5.39467 1.98115 -3.66996 -0.002
N 3.51290 1.21089 -2.40630 -0.003
C -1.49554 -3.34055 6.02652 0.000
H -0.85313 2.69185 -5.74644 -0.001
C -2.80317 -4.07863 3.70254 0.001
H -3.27178 -4.37071 2.77467 0.000
H 0.67655 -1.57057 -4.29247 0.001
C -3.11956 1.15469 3.27104 -0.014
H -0.49761 4.10675 0.32151 -0.018
H 1.32447 -5.09885 -0.70720 0.000
H 2.87216 8.29111 -1.97678 0.000
C 0.63587 6.41820 -0.25487 -0.003
Te -1.17091 0.76388 4.01202 -0.003
C 6.61915 2.62860 -3.72991 0.000
C -2.12437 3.91320 -2.03700 0.104
C 4.76180 1.85772 -2.42179 0.004
C -3.23668 1.69457 -3.47817 0.127
Bi -0.11110 -0.10651 0.78795 0.044
H -4.40927 -0.97733 1.04418 -0.005
H 0.76891 8.50991 -0.69009 0.000
C -0.59860 -4.44312 -1.46888 0.000
H 5.25762 -1.77650 3.25148 0.000
C 0.92375 3.91554 6.17605 0.000
N 1.45681 0.69563 -1.41313 -0.024
H -4.79434 4.75572 -6.61678 0.000
C -1.51591 -2.46353 2.29178 -0.001
C 2.73729 0.74907 -1.34728 0.000
H 5.83540 -1.15114 -0.06852 0.000
H 0.89901 -1.44746 -2.54147 -0.001
H 1.19456 4.97816 4.03259 0.000
H -1.63778 3.43193 2.68218 -0.003
H -3.57434 3.84636 4.36700 0.001
C 4.41493 -0.82445 1.54370 0.000
H 2.45545 1.90100 5.81004 0.000
C -3.72350 5.67222 -4.99633 0.000
C -0.36822 2.28680 -4.86829 0.032
H -2.54258 3.82342 1.20633 -0.002
N 0.01198 -2.04326 -0.46550 -0.003
O -4.09181 -0.05236 -1.31019 0.084
C 2.40923 7.41739 -1.53780 0.000
H 1.16714 0.70180 5.69207 0.000
C -2.15514 3.00568 1.81821 0.060
H 1.96913 4.01167 6.45438 0.000
C 0.31957 3.11894 -3.99439 -0.002
C -5.06333 -4.65632 0.07577 0.000
H -5.87319 -4.79215 3.24592 0.000
C 1.97270 -1.20043 2.78475 -0.004
H 3.49362 4.22493 1.38334 0.000
H -5.79998 -6.04988 2.13120 0.000
C -4.60855 -2.00562 0.77370 0.007
H -0.39664 -1.98138 4.79343 0.001
C 5.35524 2.40376 -1.28814 0.000
H 3.79088 1.91350 -5.12161 0.000
C 0.62839 -4.28403 -0.82959 0.000
C -6.92261 1.58790 1.29163 0.000
H -2.57669 1.06814 -4.08458 -0.009
H -2.49548 4.51272 -1.20330 -0.011
H -0.89613 0.26112 -5.31321 0.002
H 6.53970 -1.07500 1.53912 0.000
H -4.62217 2.93966 0.81148 -0.080
C -4.09144 3.30736 -5.20888 0.012
H 3.89714 6.05014 -2.26868 0.000
H 1.80495 5.82214 2.57412 0.000
C -3.39862 3.08762 -4.02062 0.070
C -5.44716 0.59155 3.07295 0.001
H -7.70766 1.03771 1.80852 0.000
C -4.49955 -3.79245 -0.84496 0.000
H 4.56126 0.35701 -4.81884 0.000
H 1.00593 -1.38280 3.24397 -0.002
H 6.02704 0.40442 0.74816 0.000
C -4.21800 0.41120 3.71054 0.001
H -6.84697 1.19083 0.27709 0.000
C -3.24506 3.46938 5.33848 0.001
H 0.06302 5.56848 2.81341 0.000
C -3.27820 2.09421 2.24344 0.093
C -0.84966 2.59534 5.18135 0.001
N -5.96226 -5.06809 2.28123 0.001
H 1.49269 6.53031 6.71955 0.000
C 0.22578 0.35997 -3.50277 0.066
C -5.39230 -4.20750 1.35528 0.001
H -4.01189 -1.58769 4.48349 0.000
H 3.07293 -2.11532 4.38294 0.000
H 2.98261 1.29917 -3.25877 -0.001
H -3.85230 6.67828 -5.37273 0.000
C 0.52714 6.21786 7.11945 0.000
C 3.09120 3.32256 1.84304 0.000
C 0.88648 -3.03036 -0.32669 0.001
C -5.16588 -2.86915 1.68985 -0.002
H 2.84073 4.07389 -1.27489 0.000
C 1.21052 5.15548 -0.39542 0.007
C 0.27425 -1.13583 -3.37510 -0.019
C 0.50070 2.75292 5.54498 0.000
H 3.34140 2.44427 1.24501 0.000
Te -2.34161 1.84321 -1.56894 0.306
H -2.62746 6.29947 -3.26489 0.000
C 0.58132 3.95786 0.22977 -0.030
C 4.74986 1.42913 -4.91051 -0.001
H -1.05875 4.12022 -2.13527 -0.017
H -5.23806 -5.69256 -0.18840 0.000
H 1.78926 -2.79865 0.22721 0.000
C 4.34050 -1.44056 2.78302 0.000
C -4.16051 -0.57073 4.85071 -0.001
C -3.03882 5.46043 -3.81299 0.007
H -3.33781 -0.36131 5.53156 0.000
H 0.39940 4.18079 -4.19164 0.000
H -2.00564 5.54603 6.38990 0.000
H 7.02869 3.45706 -0.48136 0.000
H 1.47657 3.23111 -2.19424 -0.002
C 3.23106 -0.37309 0.92613 -0.001
H 8.18864 3.64087 -2.67058 0.000
C 0.85104 1.21072 -2.58302 0.003
C -1.16317 -2.27940 -1.10613 0.016
C -4.25155 4.59260 -5.69536 -0.001
H -0.72518 -1.54799 -3.23129 0.005
N -1.07980 -1.20260 2.32773 0.010
C 0.04644 4.95695 6.45426 0.000
C 1.99095 -0.57166 1.53916 0.005
H -0.87968 -5.40836 -1.87912 0.000
C -1.83046 -3.08310 3.64925 0.003
C -4.27527 -2.47164 -0.49216 -0.001
H -5.09727 -0.54666 5.41069 0.000
C -0.39751 0.92490 -4.61601 -0.011
H 0.65068 6.07397 8.19507 0.000
C -2.49470 -4.30029 6.07752 0.000
H -0.97155 -3.05397 6.93007 0.000
H 4.46112 0.30935 -0.51832 0.000
H 0.73424 3.06261 -0.37671 0.031
H -5.41297 -2.51636 2.68331 -0.001
C 1.51821 1.66308 5.30654 0.000
H 1.73271 1.51414 4.24217 0.000
C 5.76881 -0.64851 0.90103 0.000
N -1.47206 -3.47174 -1.63770 0.001
C 1.05263 5.13554 2.96234 0.000
H -1.39313 2.46647 1.24322 -0.006
C -3.14389 -4.67431 4.90634 0.000
C 1.22985 7.53862 -0.81535 -0.001
H -3.56201 2.43190 5.40572 0.000
C 2.38791 5.04801 -1.13138 0.000
H -2.75583 -4.76604 7.01951 0.000
H -0.18107 7.03321 6.97386 0.000
C 6.58632 3.03846 -1.37615 0.000
H -7.22910 2.63226 1.21568 0.000
H -4.50720 2.46527 -5.74798 0.000
C 7.22811 3.15027 -2.59633 0.000
H -4.16977 1.15308 -3.33459 -0.004
H -4.22145 -4.13274 -1.83171 0.000
C -1.16888 -2.73571 4.81905 -0.001
H 4.85003 2.36317 -0.33508 0.000
H -6.30279 0.02370 3.42391 0.000
N 3.47703 0.28972 -0.30201 0.001
C -2.87155 4.16886 -3.31882 0.032
C -1.75506 3.60144 5.53377 0.000
C 0.91092 2.58292 -2.86201 0.021
As 1.14599 3.40070 2.06004 0.002
C 2.98387 6.16443 -1.69808 0.000
N -1.97188 -1.20470 -1.17130 0.027
S -3.50585 -1.37259 -1.60538 0.025
H -3.76952 4.03627 6.10871 0.000
C -5.60784 1.45933 2.00701 0.025
C -4.50979 2.21945 1.61646 0.045
H -3.90920 -5.44162 4.93402 0.000
O -3.68431 -1.83094 -2.95835 0.004
H -0.28752 6.52086 0.30419 0.000
O -1.74117 -3.19476 1.31619 -0.001
H 5.38895 1.58905 -5.77649 0.000
H 3.53420 3.19079 2.83095 0.000
H 7.10718 2.72319 -4.69250 0.000
C -1.28872 4.77016 6.13821 0.000